ORCA calculation (ωB97M-V/def2-TZVPD) on the ion C10H16NS2 with charge +1 at a distorted geometry.

```
29
Properties=species:S:1:pos:R:3
C 2.1285 -2.9992 -2.8169
C 1.3087 -2.5438 -1.5423
C 0.7451 -1.1031 -1.4611
C 0.3520 -0.7030 -0.1268
C -0.6300 0.4275 -0.2370
S -2.3782 0.0243 -0.7879
S 0.1903 1.8657 -1.3514
N -0.8712 1.1379 1.1403
C -0.3925 0.7533 2.4176
C -0.5890 1.4485 3.5566
C -1.2003 2.6896 3.4501
C -1.5388 3.1599 2.1795
C -1.4100 2.3801 1.0806
H 2.7560 -2.2007 -3.1649
H 1.3867 -3.3023 -3.7365
H 2.6885 -3.8206 -2.5626
H 0.4903 -3.2037 -1.5120
H 1.9932 -2.6527 -0.7064
H 1.5979 -0.5348 -1.8891
H -0.0770 -0.8523 -2.1934
H 1.0746 -0.2750 0.5824
H -0.2046 -1.5194 0.3711
H -2.1294 -1.0557 -1.3661
H -0.4542 1.6050 -2.5192
H 0.1637 -0.1321 2.4569
H -0.1764 1.0812 4.4943
H -1.2660 3.4242 4.2483
H -1.8393 4.2034 1.9990
H -1.7185 2.6980 -0.0032
```

Results
2S+1: 1
charge: +1
HOMO level: -13.01 eV
energy relative to the best compared isomer or geometry (same formula, charge and spin): 37.9 kcal per mole
orbital gap: 8.40 eV

Table of natural (NBO) atomic charges, one value per atom, all in e: -0.583, -0.389, -0.422, -0.507, 0.050, 0.057, -0.035, -0.346, 0.088, -0.229, -0.060, -0.253, 0.101, 0.205, 0.203, 0.217, 0.201, 0.201, 0.237, 0.207, 0.228, 0.232, 0.130, 0.171, 0.233, 0.267, 0.255, 0.264, 0.281


ORCA calculation (ωB97M-V/def2-TZVPD) on the ion C5H12NO with charge -1 at a distorted geometry.

```
19
Properties=species:S:1:pos:R:3
C 2.8915 0.7311 0.2056
C 1.8072 -0.1248 0.8226
C 0.7387 -0.7625 -0.0854
C -0.0360 0.2589 -0.9081
N -1.0653 0.9352 -0.1013
C -2.0997 -0.1322 0.4196
O -2.5178 -1.0257 -0.4185
H 2.5223 1.3885 -0.5821
H 3.3986 1.3322 0.9540
H 3.6186 0.1622 -0.3877
H 2.2295 -0.9443 1.4045
H 1.2261 0.4949 1.5106
H 0.0261 -1.2784 0.5505
H 1.1730 -1.5184 -0.7226
H 0.6455 1.0172 -1.3161
H -0.5172 -0.2431 -1.7406
H -1.6914 1.4040 -0.7548
H -2.8515 0.5962 0.8370
H -1.5643 -0.4862 1.3437
```

Results
2S+1: 1
charge: -1
HOMO level: -2.63 eV
energy relative to the best compared isomer or geometry (same formula, charge and spin): 10.2 kcal per mole
orbital gap: 6.51 eV

Table of natural (NBO) atomic charges, one value per atom, all in e: -0.610, -0.405, -0.407, -0.234, -0.714, 0.147, -0.920, 0.204, 0.195, 0.184, 0.180, 0.209, 0.233, 0.178, 0.152, 0.189, 0.328, 0.051, 0.039


ORCA calculation (ωB97M-V/def2-TZVPD) on the molecule C7H12N4O2S at a distorted geometry.

```
26
Properties=species:S:1:pos:R:3
C 2.4415 0.3895 0.9035
N 2.0048 -0.2676 -0.3412
C 2.9321 -0.3588 -1.3823
N 2.5721 -0.7557 -2.6337
O 4.0942 -0.0447 -1.2791
C 0.6858 -0.7293 -0.5076
O 0.3538 -1.5123 -1.3613
N -0.2426 -0.3802 0.4233
C -1.5739 -0.0923 0.1331
C -2.4355 -1.1608 -0.5667
N -1.9967 0.0610 1.5029
C -2.4165 1.3290 1.9205
C -2.3338 2.2691 0.9350
S -1.7757 1.5903 -0.5882
H 1.6714 1.0209 1.3767
H 3.2606 1.0608 0.7408
H 2.8096 -0.3059 1.6533
H 1.6407 -1.1542 -2.6714
H 3.3159 -1.0999 -3.2370
H 0.1018 0.2161 1.1713
H -3.4993 -0.8948 -0.4665
H -2.2019 -1.2150 -1.6662
H -2.2298 -2.1478 -0.1920
H -1.8708 -0.7144 2.1826
H -2.7214 1.5942 2.8940
H -2.5865 3.3028 1.0561
```

Results
2S+1: 1
HOMO level: -7.59 eV
energy relative to the best compared isomer or geometry (same formula, charge and spin): 19.3 kcal per mole
orbital gap: 8.13 eV

Table of natural (NBO) atomic charges, one value per atom, all in e: -0.415, -0.492, 0.788, -0.835, -0.644, 0.820, -0.637, -0.661, 0.190, -0.624, -0.647, -0.031, -0.480, 0.224, 0.194, 0.251, 0.207, 0.413, 0.410, 0.403, 0.229, 0.238, 0.224, 0.412, 0.222, 0.239


ORCA calculation (ωB97M-V/def2-TZVPD) on a cluster of 2 separate species, C7H14O5 in total at a distorted geometry.

```
26
Properties=species:S:1:pos:R:3
O -0.9555 -2.4941 0.4733
C 0.7625 -3.1209 2.8810
O 0.5790 -1.9246 2.1556
C 0.3199 -2.0892 0.7948
H -0.1350 -3.7595 2.8491
H 1.6118 -3.6959 2.4732
H 0.9769 -2.8478 3.9211
H 0.5531 -0.9873 0.1995
H -1.6373 -1.9755 0.9771
H 1.0835 -2.7422 0.3350
C -1.7066 0.5738 -3.3623
O -0.9758 0.5025 -2.1037
C 0.3799 0.8819 -2.1594
C 1.0517 0.7449 -0.8307
O 0.9031 1.7487 0.0942
C -0.3722 2.2911 0.2667
C -0.4173 3.2070 1.4521
O 0.5142 3.4525 2.1792
H -1.6422 1.6367 -3.6939
H -1.0865 0.0214 -4.1084
H 0.4466 1.9233 -2.5405
H 0.9249 0.2449 -2.8810
H 2.1016 0.4422 -0.8556
H -0.6980 2.8770 -0.6127
H -1.4409 3.5785 1.6821
H -1.1414 1.5103 0.4141
```

Results
2S+1: 2
charge: -1
HOMO level (alpha / beta): -1.43 / -1.42 eV
energy relative to the best compared isomer or geometry (same formula, charge and spin): 0.0 kcal per mole
orbital gap (alpha / beta): 4.46 / 4.44 eV

Table of natural (NBO) atomic charges, one value per atom, all in e: -0.727, -0.252, -0.552, 0.210, 0.170, 0.160, 0.184, 0.170, 0.478, 0.133, -0.660, -0.628, -0.172, 0.131, -0.502, -0.184, 0.424, -0.525, 0.070, 0.076, 0.152, 0.163, 0.152, 0.214, 0.094, 0.222


ORCA calculation (ωB97M-V/def2-TZVPD) on a cluster of 13 separate species, C38H103N21O13 in total at a distorted geometry.

```
175
Properties=species:S:1:pos:R:3
C 0.8301 -4.1853 -1.7962
C 1.8445 -5.1505 -1.0881
C 2.8248 -5.6848 -2.1764
C 3.9774 -4.8834 -2.5110
C 4.6426 -4.2330 -1.2684
C 3.6682 -3.5312 -0.2173
N 2.5580 -4.4279 0.0435
O 1.7372 -4.0036 1.1372
C 4.5104 -3.3603 1.0113
C 3.2301 -2.1136 -0.7438
C 1.1417 -6.3309 -0.4266
H 1.4818 -3.5520 -2.3982
H 0.2057 -3.6404 -1.0882
H 0.2513 -4.7067 -2.5586
H 3.1171 -6.6874 -1.8641
H 2.2541 -5.7511 -3.1027
H 3.5664 -3.9652 -2.9306
H 4.5414 -5.4662 -3.2392
H 5.4159 -3.5990 -1.7022
H 5.2348 -5.0326 -0.8233
H 4.5749 -4.2999 1.5599
H 5.4950 -2.8933 0.9878
H 3.9726 -2.6983 1.6900
H 2.8694 -2.0454 -1.7702
H 2.3879 -1.7233 -0.1724
H 4.0977 -1.4825 -0.5513
H 1.6978 -6.9089 0.3115
H 0.8305 -7.0390 -1.1946
H 0.3082 -5.9516 0.1646
H 1.7316 -4.7846 1.6954
C -1.4421 4.1945 -5.7358
C -0.6004 2.9627 -6.0706
C -1.1910 1.7099 -5.3433
C -2.5323 1.2293 -5.8470
C -2.3831 0.9870 -7.3351
C -1.7989 2.1327 -8.1897
N -0.6850 2.7898 -7.5037
O 0.0386 3.7069 -8.3013
C -1.2652 1.5570 -9.4605
C -3.0036 3.1030 -8.3506
C 0.8641 3.1429 -5.6851
H -1.2024 4.7436 -4.8252
H -2.5165 4.0243 -5.6667
H -1.2200 4.9508 -6.4885
H -0.3762 0.9859 -5.3517
H -1.3055 2.0607 -4.3177
H -3.2264 2.0058 -5.5253
H -2.8590 0.2604 -5.4694
H -3.4071 0.7353 -7.6110
H -1.7901 0.0938 -7.5319
H -0.9812 2.1848 -10.3052
H -0.3680 0.9445 -9.3718
H -2.0543 0.9211 -9.8618
H -3.5346 2.8111 -9.2567
H -3.7043 3.0469 -7.5176
H -2.6175 4.1223 -8.3463
H 1.4084 3.8891 -6.2639
H 1.3731 2.2484 -6.0440
H 1.0785 3.1088 -4.6169
H -0.5436 4.4694 -8.2668
C -1.8939 0.3004 -0.0472
C -0.4727 0.9251 0.1733
C 0.5550 0.0173 1.0795
O 0.3782 0.1123 2.4883
C 1.2965 -0.7770 3.2512
N 0.1159 0.9522 -1.1241
H -2.6222 0.9878 -0.4774
H -2.3487 -0.0936 0.8618
H -1.8483 -0.6381 -0.5997
H -0.2504 1.9454 0.4859
H 1.6207 0.2019 0.9442
H 0.4262 -1.0238 0.7837
H 0.8941 -0.8923 4.2577
H 2.2760 -0.3156 3.3768
H 1.3890 -1.7681 2.8070
H -0.3083 1.7623 -1.5529
H 1.0874 1.1717 -0.9571
C -4.1417 -2.6876 7.2200
C -2.9227 -1.7610 7.3097
C -1.8052 -2.2259 8.2274
O -0.6608 -1.4063 8.1174
C 0.4699 -1.7999 8.9386
N -2.3334 -1.6366 5.9643
H -4.7822 -2.5199 6.3541
H -4.6060 -2.4329 8.1727
H -3.8060 -3.7239 7.2589
H -3.3058 -0.7857 7.6100
H -1.6090 -3.2590 7.9407
H -2.2077 -2.1518 9.2377
H 1.2182 -1.0074 8.9303
H 0.9208 -2.6383 8.4078
H 0.1957 -2.1071 9.9479
H -2.0247 -2.5324 5.6145
H -1.5411 -1.0135 5.9000
C -3.5869 6.2498 -0.0854
C -4.4189 5.1526 -0.8067
C -4.8672 5.3636 -2.3055
O -5.3867 4.1306 -2.7932
C -6.1733 4.1734 -4.0779
N -3.8196 3.8234 -0.5594
H -3.8668 7.2597 -0.3855
H -2.5078 6.1464 -0.1988
H -3.7905 6.2035 0.9844
H -5.3583 5.0135 -0.2717
H -3.9615 5.6048 -2.8619
H -5.5755 6.1919 -2.2834
H -7.1293 4.6066 -3.7838
H -6.3888 3.1553 -4.4020
H -5.6941 4.7046 -4.9003
H -4.4141 3.1681 -1.0464
H -2.9225 3.5972 -0.9647
C -1.3728 -4.7463 2.7651
O -0.8332 -5.8145 2.9363
N -1.0096 -3.6632 3.3666
N -2.3801 -4.5364 2.0041
H -1.5313 -2.8435 3.0907
H -0.1116 -3.7449 3.8216
H -2.7677 -3.6150 1.8595
H -2.7795 -5.3236 1.5132
C -4.6153 -1.7122 2.9061
O -3.8301 -2.1775 2.0995
N -4.3097 -1.2450 4.0511
N -5.8604 -1.5653 2.6812
H -3.3429 -1.2817 4.3411
H -4.8541 -0.7219 4.7219
H -6.3144 -1.8191 1.8155
H -6.3301 -1.0819 3.4334
C 5.2535 -0.9259 4.1566
O 4.5902 -0.5657 3.2191
N 5.0328 -0.5652 5.3909
N 6.3383 -1.6641 3.9538
H 4.4268 0.2374 5.4844
H 5.7451 -0.9130 6.0167
H 6.9879 -1.8980 4.6910
H 6.6733 -1.9147 3.0345
C 0.1393 4.6809 -2.0579
O -0.2839 3.5645 -1.9734
N -0.3001 5.6664 -1.2916
N 1.0336 5.0390 -2.9011
H -1.1185 5.4219 -0.7527
H 0.1220 6.5670 -1.4673
H 1.4600 4.4135 -3.5696
H 1.3033 6.0028 -3.0367
C 2.5309 -2.8580 5.6961
O 1.4418 -3.3317 5.3865
N 2.5855 -1.8036 6.4725
N 3.6251 -3.4435 5.3367
H 3.4999 -1.4644 6.7350
H 1.7083 -1.4250 6.8001
H 3.6068 -4.2198 4.6908
H 4.5143 -3.0036 5.5263
C 4.0750 2.1236 0.9594
O 3.8022 2.8482 0.0342
N 4.4784 0.8839 0.9075
N 4.4219 2.7414 2.0558
H 4.5533 0.3879 1.7841
H 4.4403 0.4130 0.0148
H 5.1619 2.3622 2.6292
H 4.3255 3.7460 2.0940
C 1.9997 -0.3881 -4.1608
O 2.7504 -0.8122 -5.0234
N 2.3081 0.6923 -3.4447
N 0.7975 -0.8612 -3.8428
H 3.1773 1.0970 -3.7621
H 1.6971 0.9563 -2.6851
H 0.4214 -1.7454 -4.1540
H 0.2172 -0.3762 -3.1734
C 0.3388 3.4541 3.5086
O 0.6877 4.5282 3.8900
N -0.8569 2.9267 3.2347
N 1.2479 2.5717 3.1900
H -1.6991 3.3354 3.6139
H -0.8861 2.1568 2.5816
H 1.0458 1.5906 3.0604
H 2.1763 2.9484 3.0628
```

Results
2S+1: 2
charge: -1
HOMO level (alpha / beta): -0.33 / -5.88 eV
orbital gap (alpha / beta): 1.99 / 7.54 eV

Here are the Löwdin charges for atoms 1 to 99, given in e: -0.021, -0.445, -0.183, -0.208, -0.105, -0.477, -0.098, -0.014, -0.066, 0.001, -0.044, 0.048, 0.081, 0.077, 0.118, 0.119, 0.101, 0.121, 0.113, 0.107, 0.087, 0.080, 0.064, 0.059, 0.062, 0.061, 0.088, 0.083, 0.069, 0.091, -0.020, -0.488, -0.117, -0.171, -0.148, -0.500, -0.139, 0.009, -0.050, -0.015, -0.023, 0.070, 0.071, 0.073, 0.104, 0.115, 0.099, 0.117, 0.117, 0.123, 0.080, 0.095, 0.083, 0.083, 0.067, 0.069, 0.087, 0.090, 0.050, 0.070, -0.026, -0.356, -0.151, -0.263, -0.032, 0.001, 0.057, 0.054, 0.074, 0.123, 0.101, 0.108, 0.072, 0.064, 0.079, 0.030, 0.062, -0.050, -0.414, -0.223, -0.200, -0.088, 0.027, 0.061, 0.075, 0.080, 0.134, 0.133, 0.123, 0.080, 0.076, 0.084, 0.075, 0.083, -0.040, -0.390, -0.199, -0.224, -0.041


ORCA calculation (ωB97M-V/def2-TZVPD) on a structure of composition C4H8O2 at a distorted geometry.

```
14
Properties=species:S:1:pos:R:3
C 1.6951 0.4438 -0.1026
C 0.5730 -0.3822 0.4136
O -0.4748 -0.1737 1.4759
C -1.4949 -0.6477 0.5646
C -0.5495 -0.1654 -0.5760
O -0.8010 1.1891 -0.8410
H 1.5200 1.5254 -0.0924
H 2.7096 0.2098 0.2749
H 1.3122 -0.0218 -1.3851
H 0.9140 -1.4275 0.4833
H -2.4543 -0.1183 0.6974
H -1.6618 -1.7327 0.6268
H -0.0243 -0.5061 -1.6282
H -1.2265 1.6221 -0.0861
```

Results
2S+1: 1
HOMO level: -10.04 eV
energy relative to the best compared isomer or geometry (same formula, charge and spin): 111.8 kcal per mole
orbital gap: 10.95 eV

Table of natural (NBO) atomic charges, one value per atom, all in e: -0.574, 0.009, -0.531, -0.105, 0.088, -0.720, 0.230, 0.217, 0.184, 0.179, 0.188, 0.181, 0.174, 0.477


ORCA calculation (ωB97M-V/def2-TZVPD) on a cluster of 2 separate species, C5H8O4 in total at a distorted geometry.

```
17
Properties=species:S:1:pos:R:3
C -2.0173 -1.1145 -0.2631
C -3.3788 -0.7755 0.5577
O -4.4319 -0.8212 -0.1291
O -3.3325 -0.2086 1.6240
H -1.0011 -0.8166 0.1856
H -2.1026 -0.4526 -1.1870
H -2.0110 -2.1036 -0.6455
C 1.4574 0.3498 0.3369
C 1.3033 1.1739 -0.9298
C 2.9776 0.1700 0.8835
O 3.8940 0.1703 0.0457
O 3.0081 -0.1405 2.0537
H 1.0203 0.9997 1.2774
H 1.0404 -0.7001 0.1027
H 1.3390 0.6062 -1.7964
H 1.9642 1.9683 -1.2271
H 0.2710 1.6953 -0.8892
```

Results
2S+1: 1
charge: -2
HOMO level: -1.37 eV
energy relative to the best compared isomer or geometry (same formula, charge and spin): 34.2 kcal per mole
orbital gap: 7.76 eV

Table of natural (NBO) atomic charges, one value per atom, all in e: -0.757, 0.766, -0.839, -0.763, 0.211, 0.197, 0.184, -0.537, -0.611, 0.774, -0.818, -0.780, 0.204, 0.213, 0.186, 0.193, 0.178


ORCA calculation (ωB97M-V/def2-TZVPD) on the molecule C10H9N5O4 at a distorted geometry.

```
28
Properties=species:S:1:pos:R:3
C -3.5608 -1.8528 2.9025
C -2.1807 -2.1006 2.7511
O -1.7073 -3.0016 3.2683
N -1.2146 -1.3153 2.2585
C -1.2425 -0.0728 2.0554
N -2.2623 0.6972 2.3503
N -0.1042 0.5863 2.0282
C 0.3827 0.7005 0.7315
N -0.0996 0.4632 -0.4051
C 0.8861 0.8058 -1.3648
C 0.8394 0.5792 -2.7267
C 2.1231 0.6702 -3.3945
N 2.1982 0.3297 -4.7264
O 1.1802 0.0978 -5.3635
O 3.2768 0.4260 -5.2086
C 3.1887 1.1346 -2.6090
C 3.1619 1.4056 -1.2400
C 1.9329 1.1846 -0.6344
O 1.6222 1.2063 0.7267
H -3.7985 -1.3161 2.0743
H -3.7635 -1.2116 3.8002
H -3.9704 -2.8174 3.0602
H -0.3321 -1.8245 2.2955
H -1.7839 1.5079 2.6843
H -2.8999 0.7930 1.6077
H -0.1195 0.3223 -3.1706
H 4.1676 1.0103 -3.0711
H 4.0800 1.5920 -0.6802
```

Results
2S+1: 1
HOMO level: -8.26 eV
energy relative to the best compared isomer or geometry (same formula, charge and spin): 80.4 kcal per mole
orbital gap: 7.91 eV

Table of natural (NBO) atomic charges, one value per atom, all in e: -0.698, 0.682, -0.537, -0.560, 0.726, -0.838, -0.681, 0.650, -0.597, 0.034, -0.145, 0.002, 0.517, -0.396, -0.367, -0.189, -0.255, 0.331, -0.437, 0.214, 0.266, 0.260, 0.452, 0.428, 0.407, 0.253, 0.242, 0.237


Calculated DFT total energy in order - -33781.59533, -8916.62055, -28344.28562, -17717.32212, -98984.79485, -8368.43572, -13504.23303, -26150.71833 eV